(a)
Molecular formula: C5H11N2
Method: DFT, ωB97M-V/def2-TZVPD

Structure (XYZ):
```
18
Properties=species:S:1:pos:R:3:mulliken_charge:R:1
C 2.183 -0.314 -0.096 -1.226
C 0.760 0.052 0.436 0.049
N 0.049 1.070 -0.488 -0.280
C -1.325 1.166 0.039 -0.716
C -1.609 -0.245 0.370 -0.105
N -1.164 -1.034 -0.777 -0.523
C -0.334 -1.065 0.400 -0.205
H 2.679 -1.162 0.508 0.356
H 2.965 0.475 0.182 0.371
H 2.134 -0.698 -1.187 0.345
H 0.840 0.348 1.510 0.249
H -0.051 0.659 -1.421 0.457
H 0.736 1.938 -0.665 0.392
H -1.994 1.654 -0.634 0.408
H -1.462 1.687 0.988 0.325
H -2.602 -0.589 0.864 0.387
H -1.671 -1.930 -0.999 0.303
H -0.131 -2.011 0.971 0.411
```

Values from the calculation:
Gap between HOMO and LUMO   10.77 eV
Total charge   +1
SMILES string   C[C@H]1[NH2+]C[C@H]2N[C@H]21

(b)
Molecular formula: C5H11N2
Method: DFT, ωB97M-V/def2-TZVPD

Structure (XYZ):
```
18
Properties=species:S:1:pos:R:3:mulliken_charge:R:1
C 1.443 1.452 1.357 -0.758
C 2.841 0.076 0.125 -0.404
N 2.203 0.220 1.209 -0.311
H 0.540 1.227 1.936 0.205
H 1.171 1.951 0.416 0.345
H 2.003 2.124 2.003 0.315
H 3.543 -0.757 0.124 0.281
H 2.630 0.650 -0.794 0.334
C -0.913 -0.300 -0.784 0.674
C -0.268 -0.961 -1.741 -0.779
C -3.031 -0.154 0.361 -0.100
N -2.293 -0.583 -0.595 -0.057
H -0.448 0.423 -0.129 -0.088
H -0.713 -1.808 -2.246 0.288
H 0.790 -0.770 -1.865 0.223
H -3.940 -0.707 0.551 0.265
H -2.751 0.718 0.940 0.285
H -2.643 -1.331 -1.188 0.283
```

Values from the calculation:
Gap between HOMO and LUMO   7.07 eV
Total charge   +1

(c)
Molecular formula: C5H11N2
Method: DFT, ωB97M-V/def2-TZVPD

Structure (XYZ):
```
18
Properties=species:S:1:pos:R:3:mulliken_charge:R:1
C 2.660 -0.515 0.001 -0.116
C 2.104 0.748 -0.286 -0.082
C 3.898 -0.742 0.467 -0.705
C 0.756 1.104 -0.248 -0.453
C -0.356 0.254 0.004 0.243
N -1.597 0.501 -0.459 -0.338
N -3.885 -0.553 0.137 -0.871
H 2.000 -1.389 0.015 0.252
H 2.699 1.523 -0.586 0.442
H 4.134 -1.705 1.012 0.235
H 4.742 0.003 0.557 0.265
H 0.457 2.105 -0.508 0.288
H -0.263 -0.741 0.489 0.334
H -2.615 0.000 -0.350 0.400
H -1.735 1.388 -0.888 0.220
H -3.983 -1.583 0.262 0.300
H -4.724 -0.335 -0.477 0.310
H -4.291 -0.062 0.857 0.275
```

Values from the calculation:
Gap between HOMO and LUMO   8.17 eV
Total charge   +1

Short version: (c) is the most stable of them.

(a)
Molecular formula: C5H11N2
Method: DFT, ωB97M-V/def2-TZVPD

Structure (XYZ):
```
18
Properties=species:S:1:pos:R:3:mulliken_charge:R:1
C 0.298 -2.300 -1.591 -0.136
N 0.508 -1.260 -0.832 0.003
C 0.239 0.156 -1.143 0.086
C 1.169 1.219 -0.847 -0.825
N -0.019 1.182 -0.120 -0.077
C -0.242 1.206 1.323 -0.205
C -1.354 0.283 1.763 -1.021
H -0.157 -2.204 -2.615 0.281
H 0.254 -3.344 -1.041 0.280
H 0.955 -1.387 0.102 0.342
H -0.361 0.242 -2.121 0.326
H 1.327 2.150 -1.566 0.215
H 2.073 1.180 -0.304 0.310
H 0.637 0.850 1.911 0.244
H -0.626 2.267 1.532 0.325
H -1.725 0.460 2.785 0.357
H -2.077 0.099 0.911 0.309
H -0.901 -0.799 1.852 0.188
```

Values from the calculation:
Gap between HOMO and LUMO (alpha / beta)   7.67 / 7.67 eV
Total charge   +1
SMILES string   C=[NH+][C@@H]1CN1CC

(b)
Molecular formula: C5H11N2
Method: DFT, ωB97M-V/def2-TZVPD

Structure (XYZ):
```
18
Properties=species:S:1:pos:R:3:mulliken_charge:R:1
H -3.176 1.759 0.721 0.276
N -2.732 0.839 1.141 -0.550
C -2.128 -0.034 0.531 -0.167
C -1.310 0.071 -0.701 -0.620
C -0.083 -0.861 -0.477 -0.555
N 1.045 -0.187 0.102 0.158
C 0.927 0.661 0.995 -0.223
C 2.364 -0.346 -0.518 -0.859
H -1.930 -0.966 1.160 0.363
H -1.880 0.014 -1.742 0.334
H -1.036 1.090 -0.757 0.454
H -0.533 -1.658 0.147 0.321
H 0.200 -1.368 -1.460 0.352
H 1.736 1.242 1.398 0.335
H 0.031 1.002 1.451 0.329
H 2.445 -1.095 -1.326 0.327
H 2.800 0.621 -0.810 0.384
H 3.260 -0.784 0.144 0.338
```

Values from the calculation:
Gap between HOMO and LUMO   8.00 eV
Total charge   +1
SMILES string   [H]/N=C\CC[N+](=C)C

Short version: (b) is the most stable of them.

(a)
Molecular formula: C3H3NS2
Method: DFT, ωB97M-V/def2-TZVPD

Structure (XYZ):
```
9
Properties=species:S:1:pos:R:3:mulliken_charge:R:1
C 1.397 0.924 1.325 -0.357
C 0.882 1.087 0.135 0.298
S 0.093 1.299 -1.158 -0.382
H 2.197 1.367 1.880 0.321
H 0.877 -0.020 1.716 0.124
N -1.058 -1.488 -1.723 -0.442
C -1.478 -1.288 -0.611 0.419
S -1.990 -1.150 0.854 -0.302
H -0.919 -0.731 -2.417 0.321
```

Values from the calculation:
Gap between HOMO and LUMO   8.67 eV
Total charge   0
SMILES string   C=C=S.N=C=S

(b)
Molecular formula: C3H3NS2
Method: DFT, ωB97M-V/def2-TZVPD

Structure (XYZ):
```
9
Properties=species:S:1:pos:R:3:mulliken_charge:R:1
C -1.185 0.976 1.627 -0.064
N -1.647 0.808 0.555 -0.117
S -2.230 0.573 -0.812 -0.211
H -0.984 0.769 2.650 0.384
C 1.137 -0.929 -1.369 -0.362
C 1.214 -0.335 -0.242 0.193
S 1.565 0.430 1.103 -0.355
H 1.387 -0.336 -2.161 0.289
H 0.745 -1.956 -1.352 0.241
```

Values from the calculation:
Gap between HOMO and LUMO   7.68 eV
Total charge   0
SMILES string   C#[N+][S-].C=C=S

Short version: (a) is the most stable of them.

(a)
Molecular formula: C5H4S
Method: DFT, ωB97M-V/def2-TZVPD

Structure (XYZ):
```
10
Properties=species:S:1:pos:R:3:mulliken_charge:R:1
S 2.280 -0.761 -1.302 -0.266
C 0.978 -0.330 -0.517 0.402
C 0.143 0.929 -0.727 -0.379
C -0.980 0.839 -0.006 -0.373
C -0.851 -0.399 0.744 -0.292
C 0.244 -1.093 0.466 -0.280
H 0.585 1.784 -1.267 0.364
H -1.979 1.464 0.002 0.293
H -1.490 -0.567 1.659 0.300
H 1.069 -1.864 0.947 0.230
```

Values from the calculation:
Gap between HOMO and LUMO   7.57 eV
Total charge   0
SMILES string   S=C1C=CC=C1

(b)
Molecular formula: C5H4S
Method: DFT, ωB97M-V/def2-TZVPD

Structure (XYZ):
```
10
Properties=species:S:1:pos:R:3:mulliken_charge:R:1
C -1.613 -2.269 -2.327 -0.282
C -1.053 -1.375 -1.659 -0.366
C -0.403 -0.387 -1.006 0.345
C 0.132 0.335 -0.094 0.232
C 0.977 0.964 0.934 -0.756
S 0.774 2.498 2.113 -0.182
H -1.779 -2.985 -3.223 0.315
H 1.099 -0.076 1.555 0.259
H 2.113 1.259 0.582 0.279
H -0.247 2.035 3.125 0.155
```

Values from the calculation:
Gap between HOMO and LUMO   9.05 eV
Total charge   0
SMILES string   C#CC#CCS

Short version: (a) is the most stable of them.

(a)
Molecular formula: H2NPS2
Method: DFT, ωB97M-V/def2-TZVPD

Structure (XYZ):
```
6
Properties=species:S:1:pos:R:3:mulliken_charge:R:1
N 0.126 0.173 -0.889 -0.485
S -0.468 -0.516 0.564 0.145
P 0.954 -2.134 0.649 0.115
S -0.977 1.018 1.788 -0.324
H 0.953 0.743 -0.751 0.282
H -0.588 0.715 -1.361 0.267
```

Values from the calculation:
Gap between HOMO and LUMO (alpha / beta)   6.04 / 6.05 eV
Total charge   0
SMILES string   NS(#P)=S

(b)
Molecular formula: H2NPS2
Method: DFT, ωB97M-V/def2-TZVPD

Structure (XYZ):
```
6
Properties=species:S:1:pos:R:3:mulliken_charge:R:1
N 1.673 0.268 0.614 -0.546
P -1.642 -0.977 0.211 0.320
S -3.153 -1.034 -1.045 -0.284
S -0.316 0.010 -0.953 -0.012
H 1.218 0.936 1.233 0.269
H 2.220 0.796 -0.060 0.252
```

Values from the calculation:
Gap between HOMO and LUMO   6.81 eV
Total charge   0

Short version: (b) is the most stable of them.

(a)
Molecular formula: C6H9N
Method: DFT, ωB97M-V/def2-TZVPD

Structure (XYZ):
```
16
Properties=species:S:1:pos:R:3:mulliken_charge:R:1
C -1.574 0.139 0.063 -0.134
C -0.878 1.234 -0.033 -0.482
C 0.637 1.059 0.069 -0.073
C 0.998 0.014 -1.027 -0.634
N 0.615 -1.062 -0.046 -0.404
C -0.870 -1.175 -0.071 -0.636
C 0.986 -0.126 1.058 -0.606
H -2.755 0.186 0.181 0.248
H -1.180 2.289 -0.097 0.362
H 1.203 2.002 0.182 0.487
H 0.362 0.030 -1.904 0.302
H 2.054 0.007 -1.308 0.275
H -1.193 -1.844 0.780 0.340
H -1.101 -1.731 -0.993 0.342
H 0.435 -0.203 1.964 0.325
H 2.069 -0.175 1.163 0.287
```

Values from the calculation:
Gap between HOMO and LUMO   9.50 eV
Total charge   0
SMILES string   C1=CC2CN(C1)C2

(b)
Molecular formula: C6H9N
Method: DFT, ωB97M-V/def2-TZVPD

Structure (XYZ):
```
16
Properties=species:S:1:pos:R:3:mulliken_charge:R:1
C -0.026 -1.345 -2.030 -0.826
C 0.459 -0.269 -1.366 -0.556
C 0.931 -0.636 1.271 -0.186
C -0.476 1.656 0.344 -0.815
C -1.504 0.575 0.325 -0.750
C -0.090 0.260 -0.105 0.645
N 1.433 0.009 2.197 -0.508
H 0.328 -1.428 -3.010 0.304
H -0.725 -2.020 -1.644 0.332
H 1.172 0.452 -1.581 0.370
H 1.011 -1.669 1.019 0.425
H -0.489 2.339 -0.435 0.314
H -0.074 1.885 1.232 0.377
H -1.725 0.216 1.270 0.249
H -2.381 0.459 -0.175 0.370
H 2.155 -0.483 2.686 0.255
```

Values from the calculation:
Gap between HOMO and LUMO   9.66 eV
Total charge   0

(c)
Molecular formula: C6H9N
Method: DFT, ωB97M-V/def2-TZVPD

Structure (XYZ):
```
16
Properties=species:S:1:pos:R:3:mulliken_charge:R:1
C -0.499 -0.676 2.002 -0.864
N -0.327 0.381 1.031 0.245
C 0.802 1.055 0.663 -0.668
C 0.832 0.162 -1.504 -0.437
C 0.207 -0.954 -1.889 -0.673
C -1.065 0.643 -0.057 -0.889
C 0.137 1.250 -0.719 0.323
H -0.168 -1.610 1.532 0.340
H -1.554 -0.764 2.270 0.277
H 0.103 -0.468 2.889 0.324
H 1.800 0.671 0.869 0.298
H 1.907 0.262 -1.657 0.342
H 0.751 -1.815 -2.267 0.279
H -0.875 -1.031 -1.840 0.258
H -2.141 0.655 -0.142 0.461
H 0.089 2.240 -1.181 0.384
```

Values from the calculation:
Gap between HOMO and LUMO   7.76 eV
Total charge   0

Short version: (a) is the most stable of them.